A cluster of 5 separate species, C10H30O5 in total at a distorted geometry. Source: OMol25; level of theory: ωB97M-V/def2-TZVPD.

Each line ends with the Mulliken charge.
Geometry (Å):
C -0.40 1.35 0.15  -1.147
C 0.42 0.48 1.13  -0.114
O 0.43 -0.86 0.63  -0.330
H -0.21 2.39 0.39  0.404
H -1.47 1.13 0.19  0.235
H -0.16 1.16 -0.90  0.294
H 0.09 0.67 2.15  0.300
H 1.45 0.86 1.07  0.239
H 0.08 -1.45 1.32  0.195
C -4.12 3.19 -0.62  -0.761
C -5.60 3.38 -0.87  -0.359
O -6.07 4.47 -0.06  -0.520
H -3.64 2.56 -1.37  0.306
H -4.00 2.69 0.34  0.228
H -3.57 4.13 -0.62  0.280
H -6.22 2.53 -0.59  0.243
H -5.82 3.58 -1.92  0.287
H -6.08 5.28 -0.58  0.294
C -1.26 -2.13 -2.12  -0.887
C -0.34 -1.31 -3.00  -0.304
O 0.89 -1.07 -2.33  -0.452
H -2.14 -2.50 -2.65  0.378
H -1.52 -1.61 -1.20  0.184
H -0.77 -3.03 -1.73  0.259
H -0.79 -0.34 -3.24  0.246
H -0.20 -1.81 -3.96  0.315
H 0.71 -0.58 -1.52  0.123
C 1.75 -1.08 4.12  -0.919
C 0.53 -1.95 4.39  -0.189
O -0.32 -2.01 3.25  -0.449
H 1.42 -0.06 3.93  0.185
H 2.22 -1.43 3.20  0.209
H 2.52 -1.10 4.90  0.379
H -0.01 -1.45 5.21  0.293
H 0.81 -2.96 4.70  0.272
H -1.22 -2.06 3.59  0.268
C 5.67 -0.56 -1.65  -1.048
C 4.35 -1.23 -2.02  -0.111
O 3.68 -1.66 -0.85  -0.527
H 6.36 -1.34 -1.32  0.254
H 5.45 0.18 -0.88  0.292
H 6.10 0.02 -2.47  0.338
H 4.58 -2.13 -2.61  0.232
H 3.71 -0.61 -2.65  0.272
H 2.73 -1.76 -0.93  0.311

As for the net charge: 0. The value obtained for the orbital gap is 0.366 Ha. The calculation puts the max |F| at 2.0 eV/Å. As for the energy above the lowest of the compared OMol25 structures with the same formula, charge and spin: 0.7620 eV.

A cluster of 2 separate species, C4H14N in total at a distorted geometry. Source: OMol25; level of theory: ωB97M-V/def2-TZVPD.

Each line ends with the Mulliken charge.
Geometry (Å):
C 0.84 0.72 1.72  -0.169
C 0.83 1.24 0.27  -1.104
N 1.85 -0.41 1.89  -0.221
H 1.10 1.62 2.44  0.302
H -0.11 0.25 1.89  0.313
H 1.73 1.05 -0.29  0.509
H 0.74 2.36 0.19  0.322
H 1.55 -1.31 2.23  0.347
H 2.10 -0.50 0.94  0.318
H 2.58 -0.21 2.40  0.246
H 0.07 0.92 -0.31  0.148
C -1.97 -0.40 -2.66  -0.897
C -1.68 -1.02 -1.22  -0.573
H -3.04 -0.52 -2.70  0.234
H -1.62 0.62 -2.77  0.326
H -1.50 -0.84 -3.46  0.335
H -0.88 -1.75 -1.36  0.267
H -1.31 -0.41 -0.46  -0.023
H -2.48 -1.69 -0.64  0.323

As for the net charge: +1. The value obtained for the orbital gap is 0.391 Ha. The calculation puts the max |F| at 6.6 eV/Å. As for the energy above the lowest of the compared OMol25 structures with the same formula, charge and spin: 2.2723 eV.

The molecule C2H4N2O2. Source: OMol25; level of theory: ωB97M-V/def2-TZVPD.

Each line ends with the Mulliken charge.
Geometry (Å):
N 1.44 0.27 -0.03  -0.428
C 0.55 -0.66 0.47  0.511
O 0.74 -1.37 1.41  -0.512
N -0.63 -0.70 -0.37  -0.335
C -1.59 0.29 -0.08  0.092
O -1.76 1.25 -0.80  -0.495
H 2.28 0.44 0.49  0.235
H 1.06 1.04 -0.57  0.239
H -0.33 -0.55 -1.33  0.318
H -2.20 0.10 0.82  0.376

As for the net charge: 0. The value obtained for the orbital gap is 0.417 Ha. The calculation puts the max |F| at 0.7 eV/Å. As for the energy above the lowest of the compared OMol25 structures with the same formula, charge and spin: 0.9542 eV.

The molecule C3H7NO3 at a distorted geometry. Source: OMol25; level of theory: ωB97M-V/def2-TZVPD.

Each line ends with the Mulliken charge.
Geometry (Å):
O -1.18 1.85 0.71  -0.504
C -0.94 0.69 0.86  0.325
O -1.33 -0.01 1.96  -0.487
C -0.25 -0.21 -0.14  0.356
C 0.50 0.58 -1.22  -0.466
O 1.56 -0.15 -1.82  -0.556
N 0.68 -1.16 0.49  -0.703
H -2.27 -0.04 2.17  0.337
H -1.09 -0.75 -0.54  0.163
H -0.22 0.85 -1.99  0.302
H 0.95 1.44 -0.71  0.315
H 1.41 -1.09 -1.70  0.351
H 0.54 -1.23 1.49  0.290
H 1.61 -0.75 0.45  0.276

As for the net charge: 0. The value obtained for the orbital gap is 0.378 Ha. The calculation puts the max |F| at 1.1 eV/Å. As for the energy above the lowest of the compared OMol25 structures with the same formula, charge and spin: 1.7390 eV.

The molecule C3H6N2 at a distorted geometry. Source: OMol25; level of theory: ωB97M-V/def2-TZVPD.

Each line ends with the Mulliken charge.
Geometry (Å):
C 1.66 -0.58 0.03  -0.610
C 0.95 0.75 -0.03  -0.026
C -2.31 -0.09 0.12  -0.281
H 0.92 -1.40 -0.56  0.276
H 1.93 -0.77 1.15  0.249
H 2.55 -0.30 -0.71  0.213
H 1.48 1.77 0.13  0.325
H -3.09 -0.89 -0.08  0.259
H -2.73 0.94 0.67  0.251
N -0.32 0.89 -0.33  -0.358
N -1.04 -0.32 -0.41  -0.298

As for the net charge: 0. The value obtained for the orbital gap is 0.358 Ha. The calculation puts the max |F| at 6.7 eV/Å. As for the energy above the lowest of the compared OMol25 structures with the same formula, charge and spin: 3.8858 eV.

The molecule C5H4O2. Source: OMol25; level of theory: ωB97M-V/def2-TZVPD.

Each line ends with the Mulliken charge.
Geometry (Å):
O -1.47 -1.85 -0.63  -0.491
C -0.75 -0.92 -0.38  0.276
C 0.77 -0.86 -0.27  -0.435
C 0.99 0.50 0.37  -0.334
C -0.12 1.26 0.45  -0.438
C -1.28 0.51 -0.07  0.590
O -2.42 0.89 -0.21  -0.526
H 1.28 -1.64 0.32  0.302
H 1.23 -0.93 -1.27  0.257
H 1.94 0.78 0.81  0.387
H -0.18 2.24 0.88  0.411

As for the net charge: 0. The value obtained for the orbital gap is 0.325 Ha. The calculation puts the max |F| at 0.9 eV/Å. As for the energy above the lowest of the compared OMol25 structures with the same formula, charge and spin: 0.5790 eV.

A structure of composition LiN2O14S2Sr2 at a distorted geometry. Source: OMol25; level of theory: ωB97M-V/def2-TZVPD.

Each line ends with the Mulliken charge.
Geometry (Å):
Sr 2.76 1.03 3.42  1.932
Sr 2.75 -1.17 -1.43  2.059
Li -0.76 2.24 -1.43  0.930
N -3.54 0.90 0.92  0.879
O -3.80 0.29 2.01  -0.648
O -4.09 1.99 0.68  -0.670
O -2.76 0.37 0.11  -0.524
N 1.09 1.20 0.59  1.128
O 2.20 0.69 0.22  -0.677
O 0.15 1.17 -0.15  -0.605
O 1.08 1.84 1.69  -0.843
S 1.41 -2.15 2.06  0.906
O 0.07 -1.86 2.50  -0.612
O 1.85 -3.52 2.30  -0.684
O 1.48 -1.85 0.58  -0.702
O 2.37 -1.17 2.78  -0.932
S -0.49 -0.03 -3.39  1.028
O -1.80 -0.63 -3.27  -0.630
O 0.10 -0.19 -4.73  -0.768
O -0.51 1.48 -3.13  -0.853
O 0.42 -0.61 -2.34  -0.715

As for the net charge: -1. The value obtained for the orbital gap is 0.090 Ha. The calculation puts the max |F| at 4.1 eV/Å. As for the energy above the lowest of the compared OMol25 structures with the same formula, charge and spin: 0.0000 eV.

The molecule C4H12P2S at a distorted geometry. Source: OMol25; level of theory: ωB97M-V/def2-TZVPD.

Each line ends with the Mulliken charge.
Geometry (Å):
C 0.28 -2.52 -0.01  -1.034
C 1.95 -0.33 0.50  -1.040
C -1.38 1.22 -1.63  -1.107
C -0.36 1.76 0.99  -1.042
P 0.78 -0.93 -0.74  0.089
P -0.97 0.33 -0.03  0.674
S -2.60 -0.55 0.57  -0.453
H -0.78 -2.71 -0.08  0.352
H 0.47 -2.57 1.08  0.319
H 0.84 -3.35 -0.51  0.339
H 2.59 0.56 0.17  0.296
H 2.67 -1.28 0.69  0.325
H 1.47 -0.15 1.46  0.350
H -1.59 0.62 -2.61  0.312
H -2.30 1.80 -1.40  0.338
H -0.54 1.89 -2.02  0.319
H 0.20 1.35 1.83  0.372
H 0.53 2.43 0.44  0.268
H -1.25 2.44 1.30  0.322

As for the net charge: 0. The value obtained for the orbital gap is 0.327 Ha. The calculation puts the max |F| at 3.4 eV/Å. As for the energy above the lowest of the compared OMol25 structures with the same formula, charge and spin: 0.2617 eV.

A cluster of 3 separate species, C31H45F3N2O6 in total. Source: OMol25; level of theory: ωB97M-V/def2-TZVPD.

Each line ends with the Mulliken charge.
Geometry (Å):
C 1.48 1.88 0.31  -0.622
C 0.00 1.74 0.65  -0.347
C -0.89 1.35 -0.52  0.750
C -2.09 0.69 -0.22  -0.775
C -2.96 0.30 -1.21  -1.123
C -2.62 0.56 -2.53  0.830
C -1.43 1.22 -2.84  0.749
C -0.57 1.63 -1.85  -0.918
C -1.13 1.46 -4.27  -0.211
O -0.64 2.48 -4.67  -0.588
C -1.53 0.34 -5.18  0.342
C -0.76 -0.08 -6.27  0.603
C 0.58 0.51 -6.59  -1.263
C 1.73 -0.46 -6.20  -0.733
C 2.62 0.11 -5.13  0.688
F 3.41 1.08 -5.63  -0.297
F 3.42 -0.83 -4.61  -0.299
F 1.94 0.65 -4.12  -0.105
C -1.25 -1.14 -7.04  -0.433
C -2.46 -1.75 -6.75  -0.767
C -3.22 -1.34 -5.66  -0.967
C -2.74 -0.31 -4.87  0.621
C -3.49 0.11 -3.65  -0.105
O -4.69 0.06 -3.58  -0.594
H 1.62 2.57 -0.52  0.341
H 2.05 2.24 1.15  -0.311
H 1.88 0.91 0.02  0.288
H -0.38 2.64 1.13  0.450
H -0.10 0.93 1.37  0.204
H -2.31 0.48 0.81  0.382
H -3.88 -0.22 -1.00  0.592
H 0.34 2.15 -2.10  0.376
H 0.72 1.45 -6.08  0.570
H 0.63 0.68 -7.66  0.520
H 1.33 -1.41 -5.84  0.419
H 2.37 -0.65 -7.05  0.342
H -0.68 -1.50 -7.88  0.465
H -2.80 -2.56 -7.37  0.402
H -4.16 -1.80 -5.41  0.534
C -2.51 -7.33 -0.61  -0.725
O -2.05 -6.85 0.64  -0.346
C -0.64 -6.91 0.81  -0.812
C -0.04 -5.52 0.88  -0.181
N -0.12 -4.85 -0.41  -0.311
C 0.26 -3.44 -0.38  -1.064
C -0.61 -2.48 0.42  0.049
O -1.92 -2.29 -0.10  -0.169
C -2.88 -3.24 0.33  -0.804
H -3.59 -7.34 -0.58  0.242
H -2.19 -6.69 -1.44  0.302
H -2.15 -8.35 -0.79  0.351
H -0.17 -7.49 0.02  0.413
H -0.45 -7.42 1.76  0.398
H 1.01 -5.60 1.17  0.374
H -0.57 -4.97 1.67  0.179
H -1.07 -4.92 -0.76  0.107
H 0.26 -3.08 -1.42  0.472
H 1.29 -3.36 -0.02  0.422
H -0.13 -1.50 0.37  -0.119
H -0.66 -2.75 1.49  0.375
H -2.68 -3.60 1.35  0.338
H -2.95 -4.09 -0.35  0.265
H -3.85 -2.74 0.33  0.286
C 2.86 6.98 5.44  -0.726
O 3.36 5.87 6.17  -0.348
C 2.57 5.50 7.29  -0.799
C 1.93 4.15 7.08  -0.205
N 0.91 4.20 6.04  -0.314
C 0.38 2.90 5.65  -0.745
C 1.34 1.91 4.98  -0.553
O 1.79 2.32 3.70  -0.301
C 2.93 3.15 3.69  -0.709
H 3.60 7.24 4.69  0.242
H 1.91 6.75 4.94  0.302
H 2.71 7.85 6.10  0.351
H 1.81 6.26 7.50  0.408
H 3.24 5.45 8.16  0.389
H 1.47 3.82 8.02  0.371
H 2.74 3.44 6.84  0.186
H 1.29 4.66 5.23  0.085
H -0.44 3.08 4.95  0.375
H -0.05 2.41 6.53  0.421
H 0.79 0.98 4.82  0.354
H 2.19 1.66 5.61  0.344
H 3.59 2.93 4.53  0.343
H 2.67 4.21 3.71  0.207
H 3.48 2.96 2.77  0.271

As for the net charge: 0. The value obtained for the orbital gap is 0.309 Ha. The calculation puts the max |F| at 0.9 eV/Å. As for the energy above the lowest of the compared OMol25 structures with the same formula, charge and spin: 0.0000 eV.